# 1
Below is C22H34ClF3N3O6Sr as an isolated structure, with properties calculated with the ωB97M-V functional and the def2-TZVPD basis.

Atoms and positions in Å:
O -0.31 -0.53 2.72
C 0.42 4.30 -4.82
H -0.74 -6.03 -1.14
H 2.30 -5.62 -1.14
C -0.18 1.98 -5.18
C 0.32 2.76 -2.94
C 3.90 1.92 0.29
C 0.57 4.04 -3.45
H 2.23 -4.17 -2.20
C -0.02 1.74 -3.82
H 3.48 1.44 1.18
H 4.76 1.88 -2.36
C -3.91 1.12 -2.04
H -1.74 1.43 6.30
C 0.63 3.21 0.77
H -4.36 0.13 -2.16
H -1.33 -1.97 -2.87
O -0.49 -2.53 -0.24
H 1.23 -5.62 -2.56
H -3.00 -1.36 -3.07
H -0.45 1.15 -5.84
H -4.23 1.50 -1.05
H 5.00 1.82 0.31
H 0.62 5.29 -5.21
H -2.42 -1.76 -1.49
H 3.34 2.95 -2.16
Sr -0.80 -0.10 0.29
H -1.58 1.05 2.93
C -0.66 -0.96 5.52
C -2.10 -1.32 -2.45
H 0.00 -1.56 4.90
O 0.96 -0.19 -2.94
Cl -3.42 0.52 1.28
F 1.86 4.23 2.65
H 1.29 -2.49 -1.27
C 3.68 1.90 -2.18
H 0.09 -5.92 0.43
H -1.22 -4.75 0.04
H -4.35 1.79 -2.80
O 0.03 2.12 0.44
C 0.02 3.27 -5.69
O 0.99 4.18 0.08
F 1.41 2.09 2.81
C 1.65 -4.99 -1.77
H -0.12 3.46 -6.75
O 2.17 -0.40 0.11
H -2.45 1.79 4.69
H 3.65 2.98 0.26
C -2.17 1.00 5.39
C -1.01 0.23 3.41
H 0.89 4.81 -2.75
C 2.82 0.05 -0.85
C 0.47 -3.08 -0.83
N 3.37 1.29 -0.90
H 3.15 1.36 -2.96
H 0.41 2.57 -1.86
N -1.20 0.14 4.73
C -0.21 0.31 -3.31
C -1.57 0.09 -2.36
H -2.04 2.16 -2.38
C -2.42 1.14 -2.25
H -0.52 -0.26 -4.23
H 3.00 -0.54 -1.77
C 0.95 3.29 2.32
F -0.21 3.57 3.01
N 0.58 -4.41 -0.97
H -0.11 -0.55 6.38
C -0.39 -5.33 -0.37
H -1.48 -1.57 5.93
H -3.07 0.43 5.67

HOMO level, eV: -4.01
Spin multiplicity: 1
Energy relative to the best compared isomer or geometry (same formula, charge and spin), kcal/mol: 0.0
Lowest unoccupied orbital energy, Ha: 0.0835
Net charge: -1
E, hartree: -2265.137161

Here are the natural (NBO) charges for atoms 1 to 5, given in e: -0.732, -0.256, 0.193, 0.191, -0.228

---

# 2
Below is a 2-piece molecular cluster, C22H34F3N3O8S overall, with properties calculated with the ωB97M-V functional and the def2-TZVPD basis.

Atoms and positions in Å:
H -0.40 0.14 0.85
O -1.80 -0.64 3.07
H 2.07 -2.33 -1.49
C 1.09 0.80 4.21
H -1.77 0.00 -0.23
H -0.59 2.22 -1.26
C -0.02 0.45 -2.27
C -1.22 -0.41 -2.67
C 2.50 0.13 -2.58
C 4.05 -0.29 -0.55
H -2.54 1.31 -2.75
H 0.33 -2.42 -1.57
H -4.19 0.50 1.57
H -4.20 1.30 3.13
N -4.51 -2.58 0.34
O 4.83 0.14 -2.80
H 3.69 2.84 3.97
C -2.57 -3.13 1.08
H -1.71 -3.41 1.66
C 1.15 -0.60 -2.41
H 1.63 -2.62 1.10
H -3.64 -0.12 -1.05
H -2.82 0.11 -3.98
O 0.75 -2.32 0.79
H -2.71 1.98 0.63
O 1.07 -1.24 -0.07
C -3.72 -0.33 -2.11
H 3.84 -1.56 -2.25
C -1.02 0.68 0.15
C -0.15 1.26 -0.97
C -2.38 0.32 2.69
H 0.63 1.08 -4.30
C 2.65 2.58 4.18
H 1.05 0.99 6.39
C 3.79 -0.49 -2.06
H 2.67 0.21 -3.65
C -3.87 0.41 2.60
H 2.92 0.74 3.07
F 3.74 -1.42 0.14
N -3.79 -2.94 1.48
O -1.71 1.46 2.37
C 2.13 1.45 3.30
H -1.39 -1.21 -1.95
H -1.12 2.69 0.91
H 1.71 1.82 2.36
C 1.16 -1.74 -1.39
O -2.40 -2.92 -0.24
H 0.16 1.38 4.19
H 5.60 -0.43 -2.81
C 0.18 1.49 -3.41
H 2.04 3.48 4.08
H -4.29 -0.49 3.02
H 1.10 -2.16 -3.87
O 2.56 2.11 5.53
H 0.83 1.49 -0.56
H 2.45 1.15 -2.21
F 3.33 0.71 -0.03
C 1.76 0.91 5.57
N 0.75 -1.23 -3.69
C -3.66 -2.57 -0.64
H 2.42 0.06 5.76
H -4.66 0.11 -2.44
C -0.64 -1.16 -3.85
F 5.34 -0.03 -0.30
H 0.84 2.28 -3.06
C -1.69 1.78 0.97
O -1.23 -1.62 -4.78
S -3.90 -2.13 -2.30
H 0.84 -0.22 3.94
H -0.77 1.97 -3.63
C -2.58 0.24 -2.93

HOMO level, eV: -9.21
Spin multiplicity: 1
SMILES: CC(=O)OCCC[C@]1(C)[C@@H](CCSc2nnco2)C(=O)N[C@@]1(COO)C[C@@H](O)C(F)(F)F.C1CCOC1
Lowest unoccupied orbital energy, Ha: 0.0071
Net charge: 0
E, hartree: -2322.557659

Here are the Löwdin charges for atoms 1 to 5, given in e: 0.105, 0.142, 0.122, -0.170, 0.090

---

# 3
Below is a 3-piece molecular cluster, C22H34I2N4O3 overall, with properties calculated with the ωB97M-V functional and the def2-TZVPD basis.

Atoms and positions in Å:
C 1.16 0.95 -3.86
H 1.67 0.37 -5.89
C -4.34 2.51 -2.33
H 5.35 -1.73 3.52
C 4.90 -2.84 1.25
C 0.05 0.05 1.50
H -1.45 3.05 3.57
C 4.46 -1.96 2.67
H 3.15 0.56 -3.05
H 0.88 -3.40 -1.00
I -1.72 -6.07 2.57
H -3.34 2.99 3.08
C -0.89 1.41 1.51
C 2.18 0.06 -3.15
H 4.01 -3.58 1.54
H 2.81 -1.91 4.39
H -4.16 1.55 -2.82
C 2.83 -2.35 3.29
C 1.29 -3.49 0.10
H 2.42 0.38 4.28
H 0.80 1.91 -5.77
H -5.40 2.76 -2.45
C 2.89 2.03 -5.30
O 4.49 -1.24 1.30
H 2.33 -0.88 -3.69
H -1.82 0.17 3.21
H 1.84 -0.18 -2.14
H 0.79 -5.72 0.50
N -3.76 2.26 0.38
H 4.49 -2.72 0.18
N 3.99 2.65 -5.30
H -3.14 0.78 2.00
C -4.02 2.37 -0.85
C 1.57 1.28 -5.30
C 0.56 -4.68 0.98
H -3.40 4.97 -1.25
C -0.90 -1.08 -0.83
H 0.54 0.28 4.63
H -2.40 3.32 -2.84
H -1.40 -3.44 1.57
O -1.01 -0.02 -1.67
O -1.71 -2.28 -1.22
N -0.01 -1.04 0.41
C 1.02 -2.08 0.91
N 1.07 -0.30 2.60
C -3.46 3.59 -2.95
H 1.03 1.87 -3.28
H -3.04 5.71 -2.80
H -1.37 1.49 0.44
H -1.68 -4.67 0.15
H 1.21 1.73 3.61
H 1.07 -4.64 2.06
H -0.29 2.39 1.82
C 1.73 -1.63 2.32
C -3.67 4.97 -2.31
H 2.47 -3.66 -0.01
C 1.35 0.57 3.82
H -3.67 3.66 -4.02
I -2.94 1.74 5.58
C -2.44 2.40 3.55
H 0.19 0.44 -3.87
C -1.07 -4.49 1.14
C -2.15 1.10 2.56
H 2.78 -3.52 3.34
H -4.71 5.29 -2.40

HOMO level, eV: -8.59
Spin multiplicity: 1
Lowest unoccupied orbital energy, Ha: -0.0361
Net charge: 0
E, hartree: -1898.118363

Here are the natural (NBO) charges for atoms 1 to 5, given in e: -0.389, 0.243, -0.508, 0.255, -0.398

---

# 4
Below is C22H34N11SZr as an isolated structure, with properties calculated with the ωB97M-V functional and the def2-TZVPD basis.

Atoms and positions in Å:
H 4.99 -2.39 -0.28
C -0.74 -1.10 -4.03
H -1.29 5.45 -1.72
H -4.62 -1.64 2.84
N 1.99 2.94 2.12
N -2.11 -1.40 0.79
C -1.92 1.00 4.83
N -1.50 1.40 0.30
C 2.80 -0.43 1.02
C 5.20 -0.66 1.58
N 1.14 1.72 0.24
H 1.17 -2.94 -1.89
N 1.69 -0.83 0.57
H -1.98 4.52 -3.89
H 3.90 -3.28 0.82
H -2.63 2.14 -4.04
H -2.48 0.65 -2.04
C -1.45 3.60 -0.68
H 3.24 -2.35 -0.51
C -2.71 0.37 3.91
H 1.18 3.54 2.01
C 1.00 -2.47 -2.86
N 2.88 0.86 1.54
H 3.74 1.19 1.95
C -1.94 3.88 -3.02
H 0.12 1.47 5.39
C 0.95 0.02 -2.57
C -1.34 -2.49 -1.01
C -0.53 1.00 4.66
H -3.78 0.34 4.01
H 1.50 0.19 -3.50
C -1.54 4.40 -1.79
C -2.29 2.53 -3.09
C -4.34 -1.22 1.87
N -2.48 -2.17 -0.17
H -2.36 1.50 5.69
H -4.90 -0.29 1.71
H 1.54 -1.85 0.37
H 1.95 -2.17 -3.30
C 0.06 -1.24 -2.71
N -1.80 -3.51 -1.92
C -2.86 -0.96 1.80
H -4.59 -1.92 1.08
N -0.75 -0.22 2.61
H -1.03 -3.85 -2.49
C -0.02 0.37 3.55
C -2.12 -0.25 2.77
H 0.49 2.50 0.13
H -1.40 -1.95 -4.17
C 4.03 -2.37 0.23
H 1.06 0.31 3.40
H -1.34 -0.19 -4.00
Zr -0.45 -0.27 0.22
H 5.62 0.13 0.94
H 0.31 0.89 -2.35
H 1.67 -0.11 -1.75
C -2.19 1.71 -2.00
C 1.92 1.84 1.24
H 2.12 2.68 3.09
H -0.05 -1.04 -4.87
H -2.53 -3.12 -2.52
H 5.92 -1.48 1.64
C -1.70 2.18 -0.73
H 0.56 -3.21 -3.53
H -1.16 4.03 0.28
N 3.96 -1.18 1.07
H 5.08 -0.28 2.59
S -0.03 -3.27 0.11
N -0.84 -1.25 -1.56

HOMO level, eV: -3.03
Spin multiplicity: 1
Energy relative to the best compared isomer or geometry (same formula, charge and spin), kcal/mol: 54.7
Lowest unoccupied orbital energy, Ha: 0.0755
Net charge: -1
E, hartree: -1906.347070

Here are the natural (NBO) charges for atoms 1 to 5, given in e: 0.191, -0.615, 0.185, 0.200, -0.839

---

# 5
Below is one molecule with the formula C22H34N4O2, with properties calculated with the ωB97M-V functional and the def2-TZVPD basis.

Atoms and positions in Å:
C -2.49 -1.68 0.66
H 1.05 3.22 0.72
H 4.17 -1.16 1.99
H -2.06 -3.26 -1.63
C -4.99 0.91 -0.88
H -5.59 -2.13 -0.78
C -2.97 1.90 0.21
H 3.62 -2.40 -0.10
H 0.50 -0.95 -0.10
H -0.35 -2.83 -1.73
H 5.82 -0.60 -2.59
C 5.16 -0.79 -1.75
N 4.44 0.20 0.44
C 3.02 0.41 0.25
H 5.41 -2.93 -1.73
H 3.06 2.43 -0.54
C -1.60 2.12 0.30
H 5.84 -0.95 1.43
C -1.45 -1.78 -0.24
C 4.80 -1.05 1.10
C -0.77 1.71 -0.74
H -1.20 2.57 1.19
C -2.64 -0.54 3.00
H -4.84 -0.05 0.90
C 1.21 2.16 0.50
C 2.71 1.91 0.37
C -1.96 -0.94 1.74
C -1.35 -2.44 -1.57
H -1.58 -1.73 -2.37
H 0.81 1.56 1.33
N -5.23 -0.24 -0.02
C 4.66 -2.27 0.20
H -3.12 0.53 -2.87
H 4.97 -3.17 0.74
N -0.40 -1.13 0.31
H -0.68 0.89 -2.70
O 0.59 1.79 -0.71
H 4.17 1.94 1.61
H -5.59 1.74 -0.49
H -3.06 -1.42 3.50
H -3.60 2.21 1.03
H 2.64 0.05 -0.72
O 3.35 2.45 1.50
H 6.28 0.51 -0.44
N -0.70 -0.61 1.51
C -3.86 -2.26 0.51
C 5.53 -2.09 -1.04
H -1.91 -0.07 3.66
C -2.70 0.97 -1.97
C 5.24 0.39 -0.76
H -3.44 0.17 2.81
H 4.14 -0.86 -2.14
H 6.58 -2.05 -0.74
H -5.35 0.67 -1.88
H -3.77 -3.30 0.18
C -4.72 -1.51 -0.52
H 4.93 1.31 -1.25
C -3.53 1.30 -0.91
H 2.49 -0.10 1.06
H -4.37 -2.26 1.47
C -1.34 1.17 -1.89
H -4.13 -1.36 -1.43

HOMO level, eV: -8.02
Spin multiplicity: 1
Energy relative to the best compared isomer or geometry (same formula, charge and spin), kcal/mol: 65.0
SMILES: Cc1n[nH]c(C)c1CCNCc1ccc(OC[C@@H](O)CN2CCCCC2)cc1
Lowest unoccupied orbital energy, Ha: 0.0229
Net charge: 0
E, hartree: -1228.203264

Here are the natural (NBO) charges for atoms 1 to 5, given in e: -0.148, 0.185, 0.204, 0.228, -0.233

---

# 6
Below is C22H35AlBClN4O2S2Si2 as an isolated structure, with properties calculated with the ωB97M-V functional and the def2-TZVPD basis.

Atoms and positions in Å:
B 0.89 -0.40 4.55
O -1.03 0.22 1.26
H 3.32 -1.04 3.90
H 3.59 1.37 -1.32
C -1.73 -0.69 1.95
H 4.07 -0.11 -2.16
C 2.69 -1.56 3.20
N -0.12 2.84 3.02
H -2.06 -1.00 -1.32
H 3.17 -0.21 -0.64
H -1.23 1.10 5.52
C -0.76 1.56 4.67
H 2.09 -1.89 -3.40
S -1.99 -2.38 1.17
C -1.01 -1.84 2.65
H -0.62 4.77 2.46
C -3.41 -0.71 3.75
O 1.08 -1.41 0.29
C 1.20 -1.34 -3.07
H 2.87 -3.34 -0.61
C -1.47 2.14 -3.74
Cl -3.38 -2.40 5.89
H -2.51 2.39 -3.99
H 1.89 -0.16 5.17
H -1.03 -3.07 4.49
H -3.40 0.68 2.16
N 2.34 -3.03 1.41
C -0.05 3.93 2.06
H 0.05 -0.92 5.22
C -2.17 -0.43 -2.25
C -2.93 -0.18 2.63
Si 1.65 0.39 -2.53
Si -1.40 1.27 -2.08
H 0.74 -1.90 -2.25
H 3.87 -4.18 0.58
C 1.04 -2.46 1.19
H 1.13 1.35 -4.77
C 1.97 1.41 -4.08
H 2.13 2.47 -3.84
H 0.49 -1.32 -3.91
N 0.27 0.93 3.99
H -4.30 -0.32 4.22
C 3.27 0.35 -1.58
H -0.89 3.07 -3.72
H 4.22 -2.64 2.23
H -2.30 1.98 0.13
C 2.86 -3.87 0.34
N 1.31 -1.36 3.34
C 0.49 -1.91 2.49
H 2.24 -4.76 0.24
C -1.57 -2.31 3.93
H -2.22 3.36 -0.99
Al 0.45 0.22 0.29
H -3.52 2.17 -1.14
H 2.86 1.04 -4.60
C -2.46 2.29 -0.91
H 0.40 -3.25 0.81
H 0.99 4.23 1.92
H 0.69 2.17 -1.25
H -1.07 1.51 -4.54
C -2.71 -1.81 4.40
C 0.64 1.72 2.97
H -3.23 -0.35 -2.48
S 1.86 1.45 1.78
H -0.47 3.63 1.11
C -1.01 2.74 4.06
C 0.34 1.14 -1.43
H -1.73 3.51 4.29
C 3.17 -2.41 2.28
H -1.69 -1.00 -3.05

HOMO level, eV: -8.33
Spin multiplicity: 1
Lowest unoccupied orbital energy, Ha: -0.0047
Net charge: 0
E, hartree: -3331.920260

Here are the natural (NBO) charges for atoms 1 to 5, given in e: 0.196, -0.961, 0.241, 0.235, 0.258